Entry 1:
82
Properties=species:S:1:pos:R:3:forces:R:3 method="wB97M-V/def2-TZVPD" orbital_gap_ev="4.7 / 4.9" e_homo_ev="-4.397 / -8.049" s2=6.01 total_energy_ha=-2928.30016 spin_multiplicity=5 e_lumo_ha="0.0123 / -0.1172"
Ti 8.953 -2.579 -16.858 -1.055 0.203 -0.693
C 5.653 -1.656 -17.663 0.825 -2.674 -0.052
O 4.558 -2.518 -18.117 0.419 0.118 0.347
O 6.778 -2.469 -17.678 -0.067 2.067 0.219
C 5.728 -0.368 -18.573 0.740 -1.993 -2.234
F 6.850 0.334 -18.388 0.167 0.540 0.822
F 5.802 -0.674 -19.928 -0.277 -0.313 1.044
F 4.718 0.464 -18.473 -1.001 0.536 0.692
C 3.261 -2.417 -17.530 0.193 0.432 -1.470
C 2.336 -3.513 -18.082 -0.693 -0.284 0.024
H 2.565 -4.061 -18.996 0.774 0.678 -0.220
H 2.159 -4.337 -17.391 0.156 0.182 0.439
H 1.357 -3.074 -18.275 -0.132 0.054 0.099
H 2.932 -1.427 -17.845 -0.746 0.057 0.171
H 3.167 -2.458 -16.445 0.778 -0.011 0.317
H 5.404 -1.353 -16.646 -0.136 0.590 0.315
C 11.166 -4.470 -17.666 -0.295 -1.353 1.543
O 11.301 -3.210 -17.122 0.217 0.447 -1.456
O 9.819 -4.787 -17.574 1.732 -0.478 -1.667
C 12.105 -4.906 -18.951 -2.279 1.293 -2.208
F 13.446 -4.826 -18.759 -1.768 -0.650 0.561
F 11.677 -6.092 -19.448 1.164 0.085 1.655
F 11.826 -4.091 -19.994 0.410 0.692 0.585
C 12.195 -2.987 -16.070 1.505 1.883 1.407
C 12.757 -1.583 -16.315 -0.317 0.376 -0.289
H 12.928 -1.538 -17.390 0.311 0.263 0.019
H 12.037 -0.801 -16.074 -0.292 -0.094 -0.103
H 13.663 -1.294 -15.780 0.093 -0.539 0.071
H 13.081 -3.616 -15.983 -0.363 -0.799 -0.554
H 11.679 -2.985 -15.110 -0.297 -0.418 -0.042
H 11.611 -5.162 -16.951 -0.010 -0.769 0.631
C 5.949 -4.005 -13.169 -2.950 -0.146 0.651
C 7.094 -4.935 -13.156 0.570 -0.127 0.495
C 6.749 -6.333 -12.652 -1.166 -0.055 2.004
O 7.799 -7.262 -12.479 0.423 0.678 -1.162
C 7.486 -8.466 -11.861 -0.559 -1.204 0.252
N 7.632 -4.947 -14.456 1.554 -0.606 -2.384
H 6.139 -3.015 -13.584 0.255 -0.112 0.148
H 5.417 -3.927 -12.221 0.349 0.409 0.508
H 5.149 -4.438 -13.770 -0.020 -0.012 -0.582
H 7.820 -4.457 -12.498 0.505 -0.475 0.306
H 5.845 -6.753 -13.095 0.268 -0.323 -1.394
H 6.289 -6.222 -11.670 0.188 0.636 0.734
H 6.459 -8.826 -11.913 -0.659 0.760 -0.260
H 7.713 -8.496 -10.795 0.338 0.294 0.132
H 7.970 -9.311 -12.351 0.719 0.288 -0.054
H 7.089 -5.447 -15.145 -0.324 -0.769 0.288
H 7.598 -4.041 -14.902 0.388 0.691 0.231
C 9.982 -1.613 -12.515 -0.830 0.733 -0.248
C 8.718 -1.519 -13.410 -0.438 1.681 -0.870
C 7.839 -0.171 -13.166 0.913 -1.302 -0.453
O 6.745 -0.159 -14.072 0.448 -2.853 -0.314
C 5.723 0.725 -13.747 1.173 0.961 0.860
N 9.150 -1.408 -14.832 0.240 -0.303 0.417
H 10.622 -2.475 -12.707 -0.429 -0.229 0.070
H 9.753 -1.488 -11.457 -0.125 -0.510 0.041
H 10.604 -0.743 -12.724 0.069 0.211 -0.242
H 8.029 -2.364 -13.424 0.274 -0.008 0.718
H 8.455 0.677 -13.465 0.469 0.244 0.378
H 7.563 -0.073 -12.116 -0.379 -0.030 0.079
H 4.849 0.674 -14.397 0.428 -0.151 -0.187
H 6.306 1.644 -13.818 -1.210 1.181 0.091
H 5.442 0.568 -12.706 -0.404 0.099 0.124
H 9.944 -0.783 -14.853 0.213 0.253 -0.184
H 8.402 -0.908 -15.291 -0.277 0.365 -0.301
C 9.648 -0.225 -20.004 -0.250 0.449 -0.403
C 10.368 0.077 -18.669 2.470 -1.334 -0.598
C 11.355 1.254 -18.593 -0.798 -0.688 -0.790
O 10.616 2.428 -18.776 0.325 1.209 0.773
C 11.476 3.574 -18.863 0.061 -0.970 -1.224
N 9.442 0.035 -17.555 -0.216 0.456 -0.502
H 8.796 -0.882 -19.831 0.402 -0.854 0.192
H 10.284 -0.625 -20.795 0.187 -0.293 0.316
H 9.079 0.551 -20.515 0.459 0.994 0.443
H 10.991 -0.781 -18.418 0.531 -0.345 -0.900
H 12.138 1.154 -19.345 -0.050 -0.057 -0.604
H 11.937 1.229 -17.672 -0.317 0.147 0.671
H 12.151 3.718 -18.019 -0.415 0.060 0.466
H 10.910 4.460 -19.150 -0.140 -0.153 0.472
H 12.127 3.339 -19.704 0.357 0.343 -0.263
H 9.461 1.009 -17.288 -1.164 0.267 0.644
H 8.650 -0.139 -18.157 -1.215 0.381 1.440

Entry 2:
53
Properties=species:S:1:pos:R:3:forces:R:3 method="wB97M-V/def2-TZVPD" orbital_gap_ev=7.1 e_homo_ev=-13.905 total_charge=+2 total_energy_ha=-1582.23290 e_lumo_ha=-0.2483
Bi 1.236 -1.522 -0.425 -0.665 -0.321 0.014
C -0.312 -2.671 3.528 0.010 -0.099 0.054
C -1.129 -1.604 3.920 0.062 0.020 -0.091
C -1.093 -0.430 3.210 0.067 0.020 -0.115
C -0.249 -0.293 2.090 0.023 -0.417 0.214
N 0.488 -1.367 1.700 -0.064 0.285 0.052
C 0.467 -2.516 2.418 -0.017 0.011 -0.068
N -0.170 0.943 1.534 0.040 0.448 -0.086
C 0.573 1.341 0.565 -0.383 -0.261 0.211
N 1.271 0.581 -0.364 0.342 -0.173 0.304
C 2.189 1.408 -1.047 0.088 -0.260 -0.336
N 3.138 1.068 -1.817 0.011 0.518 -0.074
C 3.753 -0.150 -1.969 0.147 -0.475 0.101
C 4.699 -0.286 -2.991 -0.076 0.030 0.052
C 5.495 -1.409 -3.033 -0.033 -0.021 0.038
C 5.360 -2.385 -2.045 0.025 -0.008 0.013
C 4.366 -2.229 -1.111 -0.037 -0.047 -0.090
N 3.552 -1.157 -1.085 0.075 0.400 -0.148
C 1.893 2.788 -0.653 -0.342 0.146 0.342
C 2.504 3.976 -1.001 0.014 -0.071 -0.098
C 2.086 5.126 -0.340 0.062 0.016 -0.073
C 1.099 5.082 0.641 -0.059 -0.020 0.030
C 0.492 3.884 0.998 -0.071 -0.047 -0.016
C 0.902 2.745 0.332 0.319 0.135 -0.307
H -0.294 -3.604 4.072 0.000 0.010 0.000
H -1.769 -1.698 4.788 0.004 0.002 0.002
H -1.670 0.437 3.496 0.019 0.010 0.026
H 1.099 -3.318 2.052 -0.024 -0.026 0.039
H 4.802 0.515 -3.708 0.022 0.036 0.050
H 6.235 -1.525 -3.814 0.013 0.027 0.008
H 6.008 -3.249 -2.012 -0.033 -0.024 -0.017
H 4.190 -2.984 -0.352 0.006 -0.007 -0.013
H 3.278 4.003 -1.757 0.017 0.015 0.028
H 2.548 6.073 -0.585 -0.025 0.005 0.001
H 0.809 5.996 1.142 -0.004 0.005 -0.016
H -0.270 3.836 1.764 0.034 0.009 0.030
O -1.885 0.374 -1.031 0.183 -0.180 -0.009
C -1.976 -0.849 -0.991 -0.676 0.282 -0.123
O -1.054 -1.711 -0.823 0.590 -0.020 0.048
C -3.401 -1.457 -1.128 0.580 -0.160 0.166
N -4.297 -0.305 -1.480 0.129 0.181 -0.056
C -5.398 -0.232 -0.469 -0.165 -0.017 0.397
C -4.742 -0.805 0.779 0.054 -0.116 -0.106
C -3.928 -1.979 0.219 -0.112 0.106 0.040
H -3.396 -2.216 -1.906 -0.081 0.055 -0.068
H -4.644 -0.332 -2.435 0.011 -0.049 -0.061
H -3.631 0.500 -1.388 -0.168 -0.001 -0.066
H -6.216 -0.868 -0.801 0.026 0.020 -0.097
H -5.753 0.790 -0.367 0.050 0.020 -0.096
H -5.481 -1.124 1.509 -0.006 0.039 0.017
H -4.091 -0.062 1.244 -0.011 0.015 -0.007
H -4.571 -2.844 0.061 0.017 -0.009 -0.009
H -3.111 -2.279 0.871 0.011 -0.038 -0.029

Entry 3:
14
Properties=species:S:1:pos:R:3:forces:R:3 method="wB97M-V/def2-TZVPD" orbital_gap_ev=8.5 e_homo_ev=-8.649 total_energy_ha=-1098.93702 e_lumo_ha=-0.0070 smiles="CO/N=C/C(=S)NS"
C -2.809 -0.369 0.747 2.048 0.355 0.337
O -1.474 -0.716 1.277 -0.250 -0.331 -0.066
N -0.512 -0.381 0.370 -0.623 0.696 -0.204
C 0.695 -0.542 0.743 -1.666 -0.460 -1.190
C 1.695 -0.114 -0.272 1.485 0.911 1.487
S 3.293 -0.285 0.191 -0.402 -0.258 -0.527
N 1.284 0.665 -1.283 1.605 -0.503 -0.220
S 2.352 1.464 -2.419 -0.688 -0.444 0.446
H -3.492 -0.811 1.468 -0.132 0.147 -0.160
H -2.870 -0.814 -0.249 -0.364 0.246 0.162
H -2.808 0.740 0.746 -0.601 -0.696 -0.228
H 0.874 -1.061 1.672 0.792 0.175 0.140
H 0.317 0.862 -1.348 -0.982 0.231 -0.133
H 3.455 1.362 -1.642 -0.224 -0.070 0.156

Entry 4:
123
Properties=species:S:1:pos:R:3:forces:R:3 method="wB97M-V/def2-TZVPD" orbital_gap_ev=8.4 e_homo_ev=-9.195 total_energy_ha=-2394.76701 e_lumo_ha=-0.0306 smiles="COCC1=CC(=O)C=CC1=O.C1CCOC1.C1CCOC1.C1CCOC1.C1CCOC1.C1CCOC1.C1CCOC1.C1CCOC1.C1CCOC1"
C 0.898 -2.307 -0.543 -0.203 -0.094 0.107
O 0.901 -1.485 -1.696 0.146 0.136 -0.028
C 0.661 -0.129 -1.392 -0.244 0.108 0.175
C -0.809 0.090 -1.146 0.234 -0.083 0.119
C -1.322 0.778 -0.128 0.087 -0.227 -0.267
C -2.797 0.868 -0.031 0.042 0.066 0.153
O -3.378 1.834 0.413 -0.019 -0.023 0.179
C -3.539 -0.318 -0.540 -0.049 -0.344 -0.283
C -3.045 -1.005 -1.570 -0.070 0.177 0.433
C -1.743 -0.547 -2.136 -0.134 0.133 0.134
O -1.478 -0.618 -3.308 0.065 -0.189 -0.203
H 1.785 -2.158 0.075 0.082 0.025 -0.072
H 0.015 -2.139 0.086 -0.057 0.071 -0.083
H 0.872 -3.339 -0.885 0.132 0.003 -0.004
H 1.210 0.177 -0.495 0.083 0.074 -0.035
H 0.987 0.492 -2.226 0.076 -0.171 -0.130
H -0.696 1.272 0.605 -0.066 0.208 -0.040
H -4.481 -0.564 -0.068 -0.104 0.159 -0.084
H -3.557 -1.850 -2.008 0.012 0.058 -0.193
C -7.382 3.517 1.840 -0.015 -0.073 0.013
C -6.199 2.820 1.169 -0.092 0.139 0.036
C -6.884 1.653 0.479 -0.001 -0.064 0.031
O -8.197 2.101 0.134 -0.023 0.001 0.005
C -8.475 3.337 0.794 0.052 0.033 -0.043
H -7.197 4.563 2.079 0.007 0.007 -0.016
H -7.652 2.998 2.763 -0.008 0.005 -0.006
H -5.741 3.480 0.429 0.035 -0.016 0.000
H -5.422 2.500 1.856 0.026 0.010 0.023
H -6.972 0.789 1.149 0.030 0.004 0.003
H -6.368 1.335 -0.429 -0.020 -0.007 -0.013
H -8.450 4.146 0.055 -0.009 0.024 0.026
H -9.478 3.293 1.222 -0.010 -0.029 -0.021
C 4.135 -6.319 0.331 -0.029 0.001 -0.113
C 5.255 -5.328 0.022 -0.028 0.002 0.107
C 4.467 -4.061 -0.279 -0.043 -0.038 -0.094
O 3.285 -4.123 0.525 0.054 -0.061 0.042
C 3.142 -5.435 1.073 0.043 0.019 0.056
H 4.458 -7.174 0.923 0.016 0.011 0.019
H 3.691 -6.693 -0.594 -0.012 -0.002 0.014
H 5.885 -5.185 0.901 0.008 -0.010 -0.047
H 5.893 -5.633 -0.806 -0.012 -0.005 -0.016
H 4.170 -4.012 -1.333 0.033 0.010 -0.004
H 5.016 -3.150 -0.033 -0.030 0.018 0.024
H 3.369 -5.396 2.144 0.000 -0.038 0.001
H 2.107 -5.759 0.951 -0.013 0.038 -0.001
C -2.685 3.438 4.215 -0.035 -0.011 0.060
C -1.417 3.602 5.051 0.032 0.018 -0.050
C -1.088 2.155 5.397 -0.060 -0.016 0.013
O -1.550 1.366 4.300 -0.010 0.021 0.004
C -2.380 2.160 3.446 0.102 0.016 0.023
H -2.892 4.282 3.559 0.013 0.002 -0.013
H -3.549 3.292 4.868 0.001 -0.001 -0.004
H -0.620 4.036 4.442 0.002 -0.002 0.003
H -1.549 4.226 5.933 -0.012 -0.002 0.006
H -1.609 1.837 6.306 0.018 0.029 0.020
H -0.019 1.981 5.533 0.002 -0.030 -0.012
H -1.834 2.377 2.524 -0.052 0.035 -0.032
H -3.275 1.594 3.188 0.022 -0.045 -0.008
C -6.750 1.699 -3.491 0.012 -0.063 -0.020
C -6.839 2.559 -4.748 -0.007 0.061 0.030
C -8.075 1.983 -5.427 0.005 -0.021 0.004
O -8.934 1.530 -4.380 0.038 0.008 -0.001
C -8.221 1.520 -3.137 -0.010 0.105 -0.019
H -6.178 2.159 -2.685 -0.003 0.026 -0.004
H -6.293 0.735 -3.726 0.000 0.000 0.006
H -7.010 3.604 -4.475 -0.005 -0.006 -0.010
H -5.953 2.513 -5.379 0.008 -0.019 0.004
H -7.818 1.133 -6.068 0.025 0.023 -0.016
H -8.610 2.720 -6.029 -0.035 -0.018 -0.001
H -8.580 2.343 -2.514 0.023 -0.031 0.057
H -8.425 0.586 -2.615 -0.055 -0.001 -0.007
C 9.318 -2.967 2.638 -0.074 -0.022 0.093
C 9.928 -4.305 3.052 0.089 0.085 -0.080
C 8.729 -5.234 2.969 -0.060 0.005 0.063
O 7.892 -4.715 1.928 0.094 0.027 0.065
C 8.331 -3.404 1.563 0.028 -0.032 -0.062
H 10.046 -2.247 2.270 0.016 -0.013 -0.012
H 8.786 -2.516 3.480 -0.012 0.007 -0.018
H 10.687 -4.616 2.334 0.002 -0.041 0.017
H 10.381 -4.293 4.042 -0.012 0.004 0.013
H 8.159 -5.238 3.905 0.021 -0.007 0.009
H 9.007 -6.259 2.727 -0.009 0.000 -0.033
H 8.815 -3.457 0.581 0.010 0.042 0.003
H 7.463 -2.748 1.486 -0.029 -0.032 -0.005
C 13.436 -7.959 0.711 -0.013 -0.059 0.029
C 12.166 -8.090 -0.127 0.018 0.060 -0.035
C 11.087 -7.778 0.901 -0.004 -0.035 0.034
O 11.670 -6.855 1.825 0.012 -0.027 -0.012
C 13.083 -6.790 1.621 -0.015 0.039 -0.046
H 14.333 -7.776 0.122 -0.005 0.010 -0.014
H 13.593 -8.864 1.301 0.003 0.006 0.004
H 12.160 -7.341 -0.921 -0.008 -0.002 0.002
H 12.039 -9.071 -0.582 0.007 -0.013 0.012
H 10.785 -8.678 1.447 -0.006 -0.015 -0.030
H 10.197 -7.324 0.463 -0.006 0.027 0.029
H 13.327 -5.832 1.147 0.035 -0.010 -0.001
H 13.584 -6.835 2.588 -0.029 0.009 0.021
C -9.935 5.114 -4.505 0.004 -0.053 -0.059
C -8.779 6.079 -4.754 0.012 0.000 0.071
C -9.519 7.383 -5.022 -0.043 -0.025 -0.048
O -10.720 7.328 -4.251 0.005 -0.006 0.000
C -10.920 6.002 -3.757 0.075 0.029 0.067
H -9.655 4.224 -3.942 -0.015 -0.014 -0.015
H -10.367 4.791 -5.455 -0.003 -0.011 0.005
H -8.165 6.169 -3.854 0.003 0.009 -0.004
H -8.131 5.786 -5.579 -0.012 -0.006 -0.015
H -9.784 7.477 -6.081 0.041 -0.002 -0.010
H -8.950 8.266 -4.729 -0.026 0.019 0.014
H -10.719 5.995 -2.679 -0.011 -0.040 0.002
H -11.960 5.715 -3.915 -0.013 0.035 -0.010
C 2.155 4.722 1.602 -0.003 -0.055 0.058
C 3.358 4.057 0.936 0.004 0.057 -0.036
C 2.709 2.857 0.262 -0.073 -0.078 0.069
O 1.380 3.259 -0.085 0.019 -0.026 0.027
C 1.065 4.493 0.565 -0.015 0.024 -0.073
H 2.305 5.776 1.828 0.010 0.008 -0.014
H 1.908 4.205 2.532 -0.003 0.002 -0.002
H 3.791 4.723 0.187 -0.006 -0.003 -0.001
H 4.143 3.773 1.634 -0.006 -0.011 0.012
H 2.643 2.005 0.949 0.082 -0.004 0.003
H 3.232 2.537 -0.640 -0.040 -0.005 -0.024
H 1.055 5.291 -0.184 -0.010 0.024 0.026
H 0.067 4.419 1.002 -0.018 -0.028 -0.026